1.
{"formula": "C45H43N2O6S3", "method": "ωB97M-V/def2-TZVPD", "total_charge": 1, "homo_lumo_gap_ev": 6.7, "e_lumo_ha": -0.147, "homo_ev": -10.68, "symbols": ["H", "H", "H", "C", "H", "H", "O", "C", "C", "C", "C", "C", "H", "C", "C", "H", "H", "C", "H", "H", "C", "C", "H", "H", "C", "C", "C", "C", "S", "O", "H", "H", "C", "H", "C", "C", "C", "C", "C", "C", "H", "O", "H", "C", "H", "S", "H", "H", "H", "H", "N", "C", "C", "C", "C", "C", "H", "H", "C", "C", "H", "C", "C", "C", "C", "H", "O", "H", "O", "O", "H", "H", "H", "H", "C", "C", "H", "C", "C", "C", "H", "C", "C", "H", "C", "H", "C", "N", "H", "H", "H", "H", "H", "S", "H", "C", "C", "H", "H"], "positions_angstrom": [[-1.725, -0.896, -5.859], [1.505, -4.154, 3.033], [-5.544, -0.541, 4.224], [-1.920, -2.412, 3.403], [2.362, 1.464, -0.337], [3.425, -2.426, -4.176], [-3.586, -0.903, 2.714], [0.397, 4.044, 3.912], [-5.244, -1.299, 4.935], [1.602, 4.041, 1.714], [-2.193, -2.260, -3.089], [2.099, 3.364, 0.608], [1.279, 0.199, 1.492], [-2.370, -3.686, 5.516], [1.689, -1.276, -5.462], [0.764, 9.372, 4.148], [-3.555, -0.233, -1.334], [-0.268, -3.968, 4.217], [3.050, 2.703, -2.184], [-4.483, 0.080, -3.308], [-1.109, -2.127, 2.311], [2.764, 1.903, -2.854], [0.749, -2.528, 1.326], [-3.980, -0.150, -5.896], [1.161, 6.233, 2.955], [0.685, 8.295, 4.091], [-1.503, -3.345, 4.353], [-3.663, -0.486, -3.763], [-0.714, -1.420, -3.728], [4.490, 0.092, -0.628], [-5.847, -1.061, -1.653], [-5.291, -0.960, -5.085], [0.118, -2.754, 2.177], [-3.861, -1.918, -5.439], [-0.893, -1.523, -5.543], [3.885, -1.665, -3.547], [-4.470, -3.245, 6.767], [0.489, 5.527, 3.957], [0.542, -3.671, 3.134], [-5.140, -1.714, -1.131], [8.218, -1.875, -2.455], [2.341, 6.126, 0.919], [0.259, -0.011, -6.632], [-0.096, 6.214, 5.013], [5.334, 0.281, -0.183], [5.675, -1.511, -3.831], [-4.171, -4.002, 7.479], [-1.437, -1.410, 1.569], [0.060, -4.683, 4.960], [2.505, -1.362, -6.196], [1.438, 0.979, -4.522], [1.753, 5.521, 1.792], [-4.056, -1.995, 4.746], [1.739, 1.995, -3.710], [-5.656, -2.552, 6.947], [3.480, 0.706, -2.813], [5.958, -3.846, -3.155], [0.480, -1.652, -7.169], [-6.038, -1.572, 6.035], [6.295, -2.871, -2.789], [1.796, 8.162, 2.263], [7.819, -2.862, -2.708], [3.135, -0.355, -3.634], [-0.003, 7.594, 5.077], [0.865, 1.947, 2.656], [-6.283, -2.770, 7.801], [-0.138, 3.423, 4.805], [0.647, 1.126, -5.139], [5.661, 1.226, -2.163], [-2.026, -4.529, 6.317], [8.160, -3.537, -1.915], [-2.825, 0.222, -3.837], [8.282, -3.235, -3.625], [-6.959, -1.024, 6.185], [-3.676, -1.318, -1.447], [0.972, 3.331, 2.735], [-2.979, -1.839, -0.793], [-3.221, -1.704, 3.552], [2.086, -0.172, -4.519], [1.367, 1.277, 1.554], [5.884, -2.772, -1.777], [0.394, -1.036, -6.269], [1.266, 7.616, 3.032], [0.385, 1.397, 3.454], [1.979, 1.988, 0.525], [2.578, 3.921, -0.189], [4.626, 0.680, -1.830], [-3.418, -1.628, -2.882], [-5.345, -1.746, -0.060], [1.616, -2.251, -4.980], [3.757, -2.029, -2.517], [-1.059, -2.566, -5.827], [-0.466, 8.128, 5.896], [-2.031, -3.830, -2.693], [-0.627, 5.670, 5.783], [-4.199, -0.920, -5.150], [-3.661, -2.963, 5.674], [1.147, 2.902, -3.741], [-5.278, -2.701, -1.583]], "forces_ev_per_angstrom": [[-0.045, -0.306, -0.032], [-0.016, -0.005, 0.005], [0.103, -0.041, -0.065], [0.011, -0.071, 0.089], [-0.032, -0.086, 0.077], [0.226, 0.139, -0.059], [0.014, -0.015, -0.071], [-0.186, -0.074, 0.329], [-0.154, 0.062, 0.045], [-0.076, -0.036, 0.111], [-0.706, -1.313, -0.025], [0.050, -0.215, -0.209], [-0.002, 0.004, 0.024], [0.021, -0.236, 0.286], [-0.284, 0.595, -1.335], [0.001, -0.012, -0.001], [0.213, -0.175, 0.229], [0.173, -0.063, -0.056], [-0.205, 0.130, -0.188], [0.245, 0.002, 0.079], [0.171, -0.004, -0.122], [1.152, -0.370, 0.769], [-0.003, -0.026, -0.008], [0.159, -0.307, -0.083], [-0.061, -0.122, 0.091], [-0.034, -0.052, 0.036], [-0.017, 0.112, -0.109], [-1.175, 0.258, -0.315], [-0.195, 0.410, -0.078], [-0.551, 0.123, -0.901], [0.106, 0.104, 0.270], [0.144, -0.202, -0.082], [-0.028, -0.014, 0.076], [0.183, 0.235, -0.150], [0.250, 0.201, -0.193], [-0.340, -0.398, 0.650], [-0.118, -0.003, 0.128], [0.078, 0.036, -0.160], [-0.028, 0.041, -0.032], [0.626, -0.263, -0.533], [-0.088, -0.059, -0.196], [-0.027, -0.083, -0.022], [0.227, -0.072, 0.090], [-0.065, 0.111, 0.124], [-0.023, -0.127, 0.151], [0.089, -0.178, -0.187], [0.112, -0.001, -0.070], [-0.115, 0.037, 0.089], [-0.132, 0.016, 0.052], [0.017, 0.016, 0.232], [-0.577, 0.695, -0.176], [0.164, 0.304, -0.181], [0.087, -0.088, 0.077], [-0.683, 1.324, -0.062], [0.005, 0.045, -0.057], [-0.245, -0.152, 0.959], [-0.042, 0.223, -0.166], [-0.020, 0.229, 0.006], [0.039, -0.057, 0.021], [-0.090, -0.396, 0.457], [0.008, -0.113, -0.055], [0.235, -0.078, 0.026], [0.951, -0.222, 0.320], [0.049, 0.007, -0.067], [0.003, -0.180, -0.057], [0.009, 0.001, -0.008], [0.020, -0.035, -0.058], [0.047, -0.357, -0.036], [-1.374, -0.226, 0.496], [0.025, 0.023, -0.049], [-0.239, 0.036, -0.063], [0.141, -0.372, 0.089], [-0.092, 0.292, -0.003], [0.007, -0.012, -0.005], [-1.532, 0.105, 0.033], [0.071, 0.038, -0.122], [-0.017, -0.056, -0.209], [-0.150, 0.231, -0.178], [0.121, -1.598, -0.257], [0.016, 0.021, -0.052], [-0.039, 0.221, -0.191], [-0.236, -0.593, 0.421], [-0.014, 0.162, 0.028], [-0.032, 0.116, 0.051], [-0.130, 0.115, 0.196], [-0.001, 0.165, 0.125], [2.284, 0.522, -0.509], [1.923, 1.149, -0.256], [-0.010, 0.124, -0.123], [0.019, 0.264, 0.245], [0.064, 0.077, -0.138], [-0.208, 0.118, 0.218], [0.013, -0.007, -0.003], [0.298, 0.195, 0.097], [0.051, -0.106, -0.061], [-0.324, 0.314, 0.586], [-0.003, 0.095, -0.129], [-0.169, -0.245, -0.326], [-0.087, -0.021, 0.393]], "lowdin_charge": [0.056, 0.108, 0.120, -0.081, 0.064, 0.074, 0.092, -0.274, -0.001, -0.078, -1.081, -0.005, 0.097, -0.275, -0.148, 0.111, 0.117, 0.005, 0.135, 0.113, -0.014, 0.035, 0.099, 0.074, -0.085, -0.049, -0.076, -0.263, 0.849, 0.136, 0.071, 0.078, -0.071, 0.074, -0.424, -0.396, 0.003, -0.083, -0.055, -0.059, 0.073, 0.105, 0.106, 0.003, 0.152, 0.927, 0.123, 0.110, 0.124, 0.149, 0.158, -0.276, -0.085, -0.002, -0.049, -0.037, 0.081, 0.123, -0.051, -0.529, 0.122, -0.162, -0.133, -0.047, 0.012, 0.111, 0.118, 0.165, 0.123, 0.116, 0.080, 0.088, 0.076, 0.110, -0.221, -0.072, 0.095, -0.277, -0.176, -0.044, 0.074, -0.218, 0.001, 0.124, -0.064, 0.109, -0.499, -0.221, 0.072, 0.114, 0.104, 0.093, 0.111, 0.716, 0.123, -0.074, -0.082, 0.158, 0.077]}

=====

2.
{"formula": "C25H20Br2N5O2S2Sn", "method": "ωB97M-V/def2-TZVPD", "total_charge": 1, "homo_lumo_gap_ev": 7.9, "e_lumo_ha": -0.128, "homo_ev": -11.40, "symbols": ["C", "H", "H", "H", "C", "H", "N", "H", "C", "H", "O", "Br", "C", "C", "H", "C", "C", "C", "C", "H", "C", "H", "C", "C", "H", "H", "C", "C", "S", "N", "C", "C", "H", "Br", "C", "N", "C", "C", "H", "C", "H", "C", "N", "N", "H", "H", "O", "C", "H", "Sn", "S", "H", "C", "H", "H", "C", "C"], "positions_angstrom": [[-1.532, -2.986, 2.295], [3.553, 6.265, -1.974], [-2.841, -0.312, -0.777], [-4.040, -4.136, 1.942], [-2.268, -3.129, -1.257], [3.379, 5.209, -3.375], [0.987, 0.069, 1.080], [-3.692, 1.915, -0.067], [-0.013, -2.463, 4.517], [-3.969, -3.883, -2.330], [3.306, -0.382, 0.695], [-1.881, -3.540, 6.361], [2.550, 2.087, 0.151], [0.399, -2.143, 3.237], [3.890, 5.181, 0.104], [-2.289, -3.248, 1.038], [-2.695, 1.601, 0.201], [-3.543, -3.844, 1.031], [-2.022, -3.341, 3.542], [2.595, -1.751, -2.692], [-1.248, -3.072, 4.661], [1.667, 3.151, -2.927], [-2.227, 0.368, -0.198], [1.847, -1.160, -3.201], [-2.197, 3.386, 1.290], [2.905, -0.457, -4.987], [-3.518, -3.710, -1.365], [2.932, 5.493, -2.422], [2.480, 0.681, 1.216], [-0.993, -0.046, 0.096], [3.356, 4.306, -0.243], [2.024, -0.498, -4.372], [0.611, -2.237, 5.368], [-5.857, -4.862, -0.244], [-1.853, 2.416, 0.957], [-1.674, -2.893, -0.091], [-0.190, 0.735, 0.842], [2.113, 3.166, -1.940], [3.650, 3.218, 1.593], [3.230, 3.209, 0.598], [0.079, 2.577, 1.914], [-0.588, 1.986, 1.303], [0.603, -1.023, -2.643], [-0.337, -2.395, 2.155], [1.955, 5.926, -2.636], [1.350, -1.652, 3.071], [2.721, 1.153, 2.549], [1.990, 2.061, -1.120], [-1.712, -2.847, -2.144], [0.620, -1.826, 0.014], [0.592, 0.329, -4.794], [1.452, 1.189, -1.468], [-0.152, -0.257, -3.382], [-1.167, 0.005, -3.127], [-2.979, -3.823, 3.659], [2.803, 4.303, -1.517], [-4.161, -4.067, -0.189]], "forces_ev_per_angstrom": [[-0.021, -0.015, 0.041], [0.019, 0.029, 0.013], [-0.022, -0.036, -0.009], [-0.014, 0.000, 0.028], [-0.066, -0.038, -0.106], [0.006, -0.003, -0.016], [-0.060, 0.106, -0.361], [-0.030, 0.019, -0.006], [-0.060, -0.023, -0.038], [-0.010, -0.004, -0.009], [0.022, 0.001, 0.001], [-0.003, 0.003, 0.001], [0.061, -0.011, 0.008], [0.013, 0.019, 0.057], [0.016, 0.003, 0.002], [0.006, -0.040, 0.098], [-0.009, -0.040, -0.030], [0.005, 0.027, -0.077], [0.084, 0.022, -0.016], [0.006, -0.009, -0.022], [0.042, 0.019, -0.003], [0.002, -0.008, -0.019], [-0.023, 0.072, 0.003], [0.070, -0.027, -0.006], [-0.017, 0.016, 0.010], [0.051, 0.001, -0.030], [0.003, -0.007, 0.077], [0.007, 0.010, -0.032], [0.029, 0.100, 0.187], [-0.027, 0.044, 0.112], [0.000, -0.008, 0.058], [0.017, -0.008, 0.012], [0.016, -0.003, 0.013], [-0.002, 0.001, 0.002], [0.076, -0.003, 0.032], [0.090, -0.034, -0.055], [0.242, -0.222, 0.145], [-0.023, -0.006, -0.023], [0.026, -0.004, 0.044], [-0.054, 0.035, -0.034], [0.025, 0.015, 0.021], [-0.145, 0.136, -0.095], [-0.184, 0.166, 0.109], [-0.062, 0.102, -0.007], [-0.029, 0.009, -0.005], [0.008, 0.014, 0.010], [-0.011, -0.005, 0.044], [-0.009, -0.024, -0.026], [0.012, 0.024, -0.008], [-0.021, -0.367, -0.078], [0.014, -0.005, 0.001], [0.001, -0.072, -0.018], [-0.018, 0.021, 0.010], [-0.044, 0.010, 0.020], [-0.032, 0.000, -0.001], [-0.010, -0.020, 0.012], [0.037, 0.020, -0.042]], "lowdin_charge": [-0.187, 0.079, 0.109, 0.106, -0.121, 0.087, -0.288, 0.109, -0.062, 0.114, -0.348, 0.840, -0.286, -0.092, 0.119, -0.197, -0.052, -0.035, -0.038, 0.108, -0.662, 0.112, -0.124, -0.262, 0.119, 0.077, -0.075, -0.040, 0.559, 0.012, -0.017, -0.371, 0.119, 0.836, -0.031, -0.017, -0.428, -0.024, 0.117, -0.036, 0.126, 0.019, -0.136, -0.017, 0.088, 0.114, -0.290, -0.052, 0.112, 1.312, 1.050, 0.088, -0.499, 0.072, 0.105, -0.257, -0.666]}

=====

What is the formula in the first record? C45H43N2O6S3